[1]
DFT (ωB97M-V with the def2-TZVPD basis set) results for a 2-piece molecular cluster, C2H11N5 overall in a non-equilibrium geometry.

Bonds (Å) are listed after each position.
Element x y z (Å)
1 C 1.11 -1.16 1.40  N2 1.454, H10 1.095, H11 1.095, H12 1.094
2 N 0.81 -0.80 0.02  C1 1.454, N3 1.412, C4 1.457
3 N 1.17 -1.71 -0.99  N2 1.412, H6 1.020, H7 1.024
4 C 0.66 0.60 -0.37  N2 1.457, N5 1.289, H9 1.101
5 N 0.75 1.06 -1.57  C4 1.289, H8 1.021
6 H 0.39 -1.85 -1.63  N3 1.020
7 H 1.94 -1.33 -1.55  N3 1.024
8 H 0.72 0.29 -2.24  N5 1.021
9 H 0.72 1.27 0.49  C4 1.101
10 H 0.21 -1.03 2.00  C1 1.095
11 H 1.90 -0.53 1.81  C1 1.095
12 H 1.42 -2.20 1.50  C1 1.094
13 N -1.99 0.78 -0.38  N14 1.435, H17 1.026, H18 1.057
14 N -2.32 1.76 0.61  N13 1.435, H15 1.023, H16 1.021
15 H -1.54 2.39 0.80  N14 1.023
16 H -2.58 1.33 1.49  N14 1.021
17 H -1.88 1.20 -1.31  N13 1.026
18 H -1.49 -0.10 -0.07  N13 1.057

Summary:
Kohn-Sham gap (eV): 8.83
Total charge: 0
SMILES string: [H]/N=C\N(C)N.NN
LUMO (eV): 0.8

---

[2]
DFT (ωB97M-V with the def2-TZVPD basis set) results for an isolated ion of composition C2H11N6 and charge +1 in a non-equilibrium geometry.

Bonds (Å) are listed after each position.
Element x y z (Å)
1 C 3.02 -0.65 -0.31  N8 1.448, H9 1.126, H10 1.160, H11 1.149
2 C 0.89 0.68 -0.22  N4 1.352, N8 1.363, H12 1.085
3 N -1.20 1.86 0.15  N4 1.393, H13 1.126, H16 1.038
4 N -0.46 0.73 -0.22  C2 1.352, N3 1.393, N7 1.769
5 N -1.93 -0.57 1.35  N7 1.331, H14 1.016, H15 1.073
6 N -1.96 -1.17 -0.73  N7 1.333, H17 1.013, H18 0.955
7 N -1.17 -0.81 0.28  N4 1.769, N5 1.331, N6 1.333
8 N 1.59 -0.48 -0.33  C1 1.448, C2 1.363, H19 1.019
9 H 3.31 -1.53 0.32  C1 1.126
10 H 3.31 -0.84 -1.41  C1 1.160
11 H 3.49 0.34 0.05  C1 1.149
12 H 1.32 1.67 -0.37  C2 1.085
13 H -0.84 2.54 0.97  N3 1.126
14 H -1.44 -0.55 2.24  N5 1.016
15 H -2.98 -0.36 1.40  N5 1.073
16 H -1.58 2.49 -0.58  N3 1.038
17 H -1.58 -0.89 -1.62  N6 1.013
18 H -2.91 -1.09 -0.77  N6 0.955
19 H 1.12 -1.38 -0.22  N8 1.019

Summary:
Kohn-Sham gap (eV): 8.84
Total charge: +1
SMILES string: C/[NH+]=C/N(N)N(N)N
LUMO (eV): -3.6

---

[3]
DFT (ωB97M-V with the def2-TZVPD basis set) results for a 3-piece molecular cluster, C2H11NO2S overall in a non-equilibrium geometry.

Bonds (Å) are listed after each position.
Element x y z (Å)
1 C 0.43 0.87 -1.07  C2 1.569, N4 1.478, H5 1.091, H6 1.098
2 C 0.33 1.64 0.29  C1 1.569, S3 1.822, H7 1.087, H8 1.094
3 S -0.51 0.95 1.75  C2 1.822, H9 1.309
4 N 0.85 1.72 -2.20  C1 1.478, H10 1.017, H11 1.016
5 H 1.07 -0.02 -1.02  C1 1.091
6 H -0.57 0.42 -1.21  C1 1.098
7 H 1.36 1.77 0.58  C2 1.087
8 H -0.12 2.62 0.10  C2 1.094
9 H -1.43 1.88 1.84  S3 1.309
10 H 0.08 1.77 -2.86  N4 1.017
11 H 0.94 2.65 -1.79  N4 1.016
12 H 2.19 0.44 -3.32  O14 0.966
13 H 3.31 -0.16 -4.25  O14 0.953
14 O 2.72 -0.34 -3.52  H12 0.966, H13 0.953
15 H -2.17 -4.83 3.16  O17 0.959
16 H -3.73 -4.56 3.37  O17 0.966
17 O -3.05 -5.20 3.12  H15 0.959, H16 0.966

Summary:
Kohn-Sham gap (eV): 9.96
Total charge: 0
SMILES string: NCCS.O.O
LUMO (eV): 0.6

---

[4]
DFT (ωB97M-V with the def2-TZVPD basis set) results for a 3-piece molecular cluster, C2H11NO2S overall in a non-equilibrium geometry.

Bonds (Å) are listed after each position.
Element x y z (Å)
1 C 0.25 -0.86 0.21  C2 1.521, N4 1.480, H5 1.084, H6 1.081
2 C -0.56 -1.54 -0.89  C1 1.521, S3 1.854, H7 1.091, H8 1.082
3 S -1.42 -0.33 -1.99  C2 1.854, H9 1.339
4 N 1.14 -1.91 0.77  C1 1.480, H10 1.015, H11 1.017
5 H 0.79 0.00 -0.15  C1 1.084
6 H -0.43 -0.53 0.99  C1 1.081
7 H 0.13 -2.12 -1.51  C2 1.091
8 H -1.38 -2.20 -0.64  C2 1.082
9 H -1.61 0.65 -1.10  S3 1.339
10 H 2.03 -1.95 0.27  N4 1.015
11 H 1.42 -1.64 1.71  N4 1.017
12 H 1.33 2.01 0.43  O14 0.961
13 H 1.73 2.11 -1.01  O14 0.959
14 O 1.08 2.44 -0.39  H12 0.961, H13 0.959
15 H -0.97 2.40 0.74  O17 0.966
16 H -1.99 1.84 1.69  O17 0.963
17 O -1.54 1.63 0.87  H15 0.966, H16 0.963

Summary:
Kohn-Sham gap (eV): 8.85
Total charge: 0
SMILES string: NCCS.O.O
LUMO (eV): 0.4

---

[5]
DFT (ωB97M-V with the def2-TZVPD basis set) results for a 3-piece molecular cluster, C2H11NO2S2 overall in a non-equilibrium geometry.

Bonds (Å) are listed after each position.
Element x y z (Å)
1 N -3.08 -1.09 2.41  C2 1.498, H6 1.037, H7 1.060
2 C -2.54 -0.68 1.08  N1 1.498, C3 1.646, H8 1.110, H9 1.115
3 C -0.90 -0.77 1.26  C2 1.646, S4 1.795, H10 1.170, H11 1.068
4 S -0.16 -1.02 -0.35  C3 1.795, S5 2.129
5 S -0.33 -0.41 -2.39  S4 2.129, H12 1.242
6 H -4.08 -0.84 2.31  N1 1.037
7 H -2.72 -0.39 3.12  N1 1.060
8 H -3.12 -1.16 0.26  C2 1.110
9 H -2.56 0.38 0.72  C2 1.115
10 H -0.68 0.32 1.63  C3 1.170
11 H -0.91 -1.60 1.94  C3 1.068
12 H 0.14 0.74 -2.29  S5 1.242
13 H 3.21 3.58 1.30  O15 0.925
14 H 3.28 4.72 0.27  O15 1.034
15 O 3.64 3.78 0.51  H13 0.925, H14 1.034
16 H 3.74 0.34 -0.15  O18 0.972
17 H 2.38 -0.46 0.22  O18 0.993
18 O 2.78 0.41 -0.06  H16 0.972, H17 0.993

Summary:
<S²>: 0.755
Kohn-Sham gap (spin up / spin down) (eV): 3.89 / 5.92
Total charge: -1
2S+1: 2
LUMO (spin up / spin down) (eV): 3.0 / 3.0

---

[6]
DFT (ωB97M-V with the def2-TZVPD basis set) results for a 4-piece molecular cluster, C2H11NO4 overall in a non-equilibrium geometry.

Bonds (Å) are listed after each position.
Element x y z (Å)
1 C -1.62 0.36 0.80  N2 1.320, O4 1.239, H5 1.121
2 N -0.62 -0.48 1.04  C1 1.320, C3 1.457, H6 1.011
3 C 0.15 -0.48 2.27  N2 1.457, H7 1.092, H8 1.094, H9 1.081
4 O -2.33 0.53 -0.19  C1 1.239
5 H -1.64 1.23 1.50  C1 1.121
6 H -0.10 -0.94 0.31  N2 1.011
7 H -0.15 -1.37 2.83  C3 1.092
8 H 1.21 -0.64 2.05  C3 1.094
9 H 0.06 0.45 2.82  C3 1.081
10 H 0.73 -0.78 -1.83  O12 0.988
11 H 2.23 -1.00 -2.00  O12 0.962
12 O 1.56 -0.98 -1.32  H10 0.988, H11 0.962
13 H -1.23 0.04 -1.40  O15 1.001
14 H -1.73 -0.50 -2.76  O15 0.963
15 O -0.91 -0.33 -2.27  H13 1.001, H14 0.963
16 H 1.65 0.87 -0.72  O18 0.982
17 H 1.24 2.33 -0.90  O18 0.960
18 O 1.49 1.70 -0.23  H16 0.982, H17 0.960

Summary:
Kohn-Sham gap (eV): 10.80
Total charge: 0
SMILES string: CNC=O.O.O.O
LUMO (eV): 0.7

---

What is the total charge in the sixth record?
0

---

Repeat the third record exactly.
DFT (ωB97M-V with the def2-TZVPD basis set) results for a 3-piece molecular cluster, C2H11NO2S overall in a non-equilibrium geometry.

Bonds (Å) are listed after each position.
Element x y z (Å)
1 C 0.43 0.87 -1.07  C2 1.569, N4 1.478, H5 1.091, H6 1.098
2 C 0.33 1.64 0.29  C1 1.569, S3 1.822, H7 1.087, H8 1.094
3 S -0.51 0.95 1.75  C2 1.822, H9 1.309
4 N 0.85 1.72 -2.20  C1 1.478, H10 1.017, H11 1.016
5 H 1.07 -0.02 -1.02  C1 1.091
6 H -0.57 0.42 -1.21  C1 1.098
7 H 1.36 1.77 0.58  C2 1.087
8 H -0.12 2.62 0.10  C2 1.094
9 H -1.43 1.88 1.84  S3 1.309
10 H 0.08 1.77 -2.86  N4 1.017
11 H 0.94 2.65 -1.79  N4 1.016
12 H 2.19 0.44 -3.32  O14 0.966
13 H 3.31 -0.16 -4.25  O14 0.953
14 O 2.72 -0.34 -3.52  H12 0.966, H13 0.953
15 H -2.17 -4.83 3.16  O17 0.959
16 H -3.73 -4.56 3.37  O17 0.966
17 O -3.05 -5.20 3.12  H15 0.959, H16 0.966

Summary:
Kohn-Sham gap (eV): 9.96
Total charge: 0
SMILES string: NCCS.O.O
LUMO (eV): 0.6

---

Among the records above, which one has the lowest total charge?
C2H11NO2S2

---

Which value of total charge does entry 5 give?
-1